1.
{
  "formula": "C32H62INO8P3",
  "method": "wB97M-V/def2-TZVPD",
  "total_energy_ev": -88027.168,
  "total_charge": -1,
  "relative_energy_ev": 0.000,
  "max_force_ha_per_bohr": 0.0982,
  "symbols": ["C", "C", "C", "C", "C", "C", "C", "C", "C", "C", "P", "C", "C", "C", "I", "P", "C", "O", "O", "C", "C", "C", "C", "C", "N", "C", "C", "C", "C", "C", "C", "C", "O", "O", "H", "H", "H", "H", "H", "H", "H", "H", "H", "H", "H", "H", "H", "H", "H", "H", "H", "H", "H", "H", "H", "H", "H", "H", "H", "H", "H", "H", "H", "H", "H", "H", "H", "H", "H", "H", "H", "H", "H", "H", "H", "H", "H", "H", "H", "H", "H", "O", "P", "O", "C", "C", "O", "C", "C", "O", "C", "C", "H", "H", "H", "H", "H", "H", "H", "H", "H", "H", "H", "H", "H", "H", "H"],
  "positions_angstrom": [[-1.5639, 2.2183, -8.2973], [-2.1571, 2.2465, -6.9030], [-3.1671, 3.3124, -6.5402], [-1.7647, 1.3415, -5.9592], [-1.1976, 1.8273, -4.6221], [-0.3699, 0.7066, -3.9900], [0.4780, 1.1804, -2.7842], [1.4163, 0.0229, -2.4413], [-0.4971, 1.6615, -1.6683], [-0.2187, 1.2591, -0.2085], [-1.5402, 0.1643, 0.6626], [-1.6955, -1.1139, -0.7132], [-1.4923, -2.5721, -0.2540], [-0.0563, -2.8490, 0.1871], [0.6685, -4.7814, -0.4521], [-1.3145, 1.6180, 2.4633], [0.1436, 0.9805, 3.4197], [-2.6046, 1.4268, 3.5439], [-2.5781, -0.7926, 1.7273], [-3.9267, -0.6983, 1.3842], [-4.1345, 0.5152, 0.4272], [-5.3110, 1.4482, 0.6725], [-5.3485, 2.2365, 1.9913], [-4.4031, 3.4311, 1.9490], [-5.0372, 4.5404, 1.2075], [-4.3011, 5.8082, 1.3700], [-3.0424, 5.8287, 0.5427], [-3.0823, 6.1684, -0.8040], [-1.9248, 6.2112, -1.5641], [-0.7171, 5.9093, -0.9515], [-0.6519, 5.5535, 0.3848], [-1.8181, 5.5281, 1.1386], [-1.7837, 5.2026, 2.4769], [-2.8862, 1.1126, 0.1600], [-1.9937, 1.4395, -8.9426], [-1.6315, 3.1874, -8.7924], [-0.5058, 1.9793, -8.2151], [-2.8160, 4.3192, -6.7933], [-4.0939, 3.0776, -7.0655], [-3.3589, 3.2514, -5.4702], [-1.8864, 0.2727, -6.1322], [-2.0379, 2.0832, -3.9698], [-0.5530, 2.6856, -4.8101], [0.2137, 0.1409, -4.7217], [-1.0886, -0.0046, -3.5624], [1.0812, 2.0073, -3.1766], [2.1590, -0.0530, -3.2440], [0.9266, -0.9505, -2.3898], [1.9977, 0.1761, -1.5314], [-0.5115, 2.7553, -1.7176], [-1.5094, 1.3672, -1.9533], [-0.2071, 2.1894, 0.3696], [0.7411, 0.7800, -0.0217], [-0.4232, -0.5401, 1.2922], [-1.0184, -0.9639, -1.5548], [-2.7094, -1.0940, -1.1338], [-1.6572, -3.1792, -1.1520], [-2.2392, -2.8985, 0.4673], [0.1311, -2.6933, 1.2434], [0.5825, -2.1442, -0.3427], [0.0664, 1.2568, 4.4727], [0.2554, -0.1083, 3.3147], [1.0423, 1.4425, 3.0063], [-2.5332, 0.5867, 4.0136], [-4.5555, -0.5221, 2.2677], [-4.2361, -1.6304, 0.8898], [-4.4054, 0.0475, -0.5418], [-5.3466, 2.1823, -0.1381], [-6.2052, 0.8255, 0.5574], [-6.3678, 2.6354, 2.0824], [-5.1461, 1.5738, 2.8307], [-4.1759, 3.7470, 2.9757], [-3.4674, 3.1838, 1.4479], [-5.9230, 4.7143, 1.6767], [-4.0808, 5.9812, 2.4296], [-4.9658, 6.6027, 1.0194], [-4.0542, 6.4115, -1.2190], [-1.9647, 6.4671, -2.6148], [0.1931, 5.9581, -1.5384], [0.3108, 5.3268, 0.8244], [-1.3038, 5.8927, 2.9440], [7.7246, -6.2419, 1.6937], [6.4701, -6.2027, 2.4685], [6.0532, -4.6673, 2.7286], [6.2318, -3.6805, 1.7076], [5.0935, -3.6948, 0.7047], [6.9377, -6.6363, 3.9789], [8.1426, -7.3698, 4.1862], [9.2587, -6.4567, 4.6553], [5.0641, -6.9242, 2.5492], [4.0926, -6.5275, 3.5449], [2.9621, -5.7235, 2.9114], [7.1914, -3.8151, 1.2057], [6.2672, -2.7173, 2.2168], [4.9512, -4.6926, 0.2832], [5.2946, -2.9962, -0.1080], [4.1556, -3.4031, 1.1776], [8.4331, -7.9010, 3.2803], [7.9288, -8.1206, 4.9498], [9.3168, -5.5589, 4.0412], [10.2218, -6.9689, 4.6164], [9.0817, -6.1367, 5.6836], [4.5630, -5.9811, 4.3571], [3.7122, -7.4585, 3.9622], [3.0612, -5.6772, 1.8301], [2.9497, -4.7035, 3.2951], [1.9924, -6.1629, 3.1439]],
  "forces_ev_per_angstrom": [[-0.686, -0.926, -0.234], [0.029, -0.528, 0.181], [1.593, 0.521, 0.348], [-0.312, 0.961, -0.072], [-1.252, -1.088, -0.204], [-0.574, 0.066, 0.856], [-0.582, -0.724, -0.612], [0.713, 0.254, -0.184], [0.598, 0.287, -0.100], [-0.969, 0.477, -0.154], [1.905, 0.034, 1.343], [-0.569, -0.594, 0.353], [0.124, -0.357, -0.784], [-0.138, 0.843, -0.208], [-0.014, 0.028, 0.265], [-0.064, 1.348, -0.044], [-0.256, -0.411, -0.242], [0.390, -0.291, 0.280], [-0.566, 0.069, -0.338], [-0.021, 0.643, 0.350], [0.154, -1.151, -1.925], [0.240, 0.350, 0.449], [-0.084, -0.121, -0.871], [-0.133, 0.239, 0.227], [-0.118, 0.236, 0.361], [-0.270, -0.368, -0.312], [0.012, 0.009, 0.496], [-0.074, -0.062, 0.139], [-0.178, -0.060, 0.151], [0.215, 0.026, -0.338], [0.023, 0.188, -0.160], [0.105, 0.057, -0.138], [-0.128, 0.235, 0.010], [-0.185, 0.190, 0.633], [-0.086, 0.201, -0.154], [-0.273, -0.025, -0.001], [0.011, 0.045, -0.016], [-0.377, 0.108, -0.041], [0.027, 0.098, -0.126], [-0.151, 0.174, -0.012], [1.543, -0.098, -0.508], [0.409, 0.328, 0.400], [-0.213, 0.182, 0.046], [0.150, 0.315, -0.133], [0.067, -0.189, -0.215], [0.123, 0.101, 0.393], [-0.060, -0.092, -0.026], [-0.173, 0.093, 0.125], [-0.164, 0.008, 0.090], [-0.099, -0.014, -0.033], [-0.013, -0.139, 0.182], [0.132, -0.016, 0.005], [-0.015, -0.142, -0.241], [-0.215, -0.406, -0.228], [0.056, 0.309, 0.099], [0.052, 0.179, -0.062], [-0.092, -0.072, 0.074], [0.163, 0.127, 0.234], [-0.023, -0.439, 0.065], [0.192, -0.176, 0.008], [-0.012, 0.038, -0.009], [0.006, -0.003, 0.139], [-0.003, 0.012, 0.005], [-0.183, -0.167, -0.238], [0.136, -0.306, 0.157], [-0.283, 0.081, -0.003], [-0.194, 0.006, 0.079], [0.061, -0.096, -0.088], [-0.019, -0.005, 0.140], [-0.005, -0.112, 0.291], [0.114, 0.167, 0.119], [0.191, -0.040, -0.035], [0.042, -0.104, 0.142], [-0.131, -0.163, -0.191], [0.182, 0.125, -0.052], [0.055, 0.035, 0.007], [0.068, -0.033, -0.166], [0.029, 0.033, 0.004], [0.024, -0.081, 0.053], [-0.104, -0.114, 0.173], [0.166, -0.118, 0.039], [-1.541, -1.096, -1.789], [1.455, 1.771, 4.499], [-0.148, -0.511, -0.299], [0.002, 0.381, -0.352], [-0.099, -0.050, 0.161], [-0.345, 0.031, -0.271], [0.223, 0.068, 0.033], [0.002, 0.098, 0.171], [0.653, -0.462, -1.971], [-0.585, 0.058, 0.073], [-0.048, 0.151, 0.265], [0.016, -0.209, 0.094], [-0.023, -0.074, 0.119], [0.078, 0.038, -0.084], [0.023, -0.023, -0.010], [-0.010, -0.011, -0.010], [-0.023, 0.099, -0.072], [-0.088, 0.031, 0.001], [-0.002, -0.096, -0.152], [-0.017, -0.020, 0.013], [0.004, 0.005, -0.005], [0.239, 0.002, -0.109], [0.145, -0.100, -0.124], [-0.007, -0.074, -0.015], [0.046, 0.038, -0.108], [0.009, -0.037, -0.073]]
}

2.
{
  "formula": "C19H34F6OP2Pt",
  "method": "wB97M-V/def2-TZVPD",
  "total_energy_ev": -60406.082,
  "s_squared": 6.028,
  "total_charge": 2,
  "relative_energy_ev": 1.055,
  "max_force_ha_per_bohr": 0.1055,
  "spin_multiplicity": 5,
  "symbols": ["P", "P", "C", "C", "H", "H", "H", "H", "C", "H", "H", "H", "C", "H", "H", "H", "C", "H", "H", "H", "C", "H", "H", "H", "Pt", "C", "C", "C", "C", "C", "C", "C", "C", "C", "H", "H", "H", "H", "H", "H", "H", "H", "H", "H", "H", "H", "H", "H", "H", "C", "C", "O", "C", "F", "F", "F", "C", "F", "F", "F", "H", "H", "H"],
  "positions_angstrom": [[0.1515, -1.7801, -3.9925], [0.1959, 1.6693, -4.9035], [0.0456, -1.1666, -5.7658], [0.4049, 0.2869, -6.1313], [-0.9729, -1.4030, -6.1385], [0.7351, -1.8381, -6.3084], [1.4476, 0.3387, -6.5004], [-0.2262, 0.6075, -6.9867], [-0.5242, 2.9879, -6.0106], [-1.1363, 3.6645, -5.3951], [-1.1413, 2.5936, -6.8317], [0.3051, 3.5624, -6.4373], [1.8921, 2.3200, -4.7881], [2.1014, 2.7708, -5.7688], [2.6236, 1.5226, -4.5871], [1.9452, 3.0892, -4.0061], [-0.8011, -3.3050, -4.3010], [-0.6282, -4.0037, -3.4757], [-0.4219, -3.7359, -5.2428], [-1.8830, -3.1191, -4.4203], [1.9082, -2.1439, -3.9565], [2.4934, -1.2150, -3.9812], [2.0920, -2.7178, -4.8844], [2.1251, -2.7341, -3.0617], [2.1285, -0.8855, -0.9226], [-0.6041, 2.6312, -3.3870], [-2.0026, 2.9654, -3.1900], [-3.1123, 2.1259, -3.5553], [-2.8295, 1.1112, -4.7181], [-2.1378, -0.1041, -4.2688], [-1.2436, -0.3294, -3.1985], [0.0631, 0.3301, -2.7156], [-0.0313, 1.7795, -2.2644], [1.8738, -2.7861, -0.5482], [-0.0210, 3.5672, -3.4094], [-2.1999, 3.7704, -2.4429], [-3.9435, 2.7205, -3.9237], [-3.4727, 1.5603, -2.6563], [-3.8125, 0.7749, -5.0790], [-2.4059, 1.6166, -5.6269], [-2.7585, -0.9992, -4.5108], [-1.6168, -0.9936, -2.3968], [0.9066, 0.2651, -3.4677], [0.4751, -0.2531, -1.7873], [-0.6692, 1.8034, -1.3835], [0.9791, 2.0926, -1.9503], [2.2757, -2.9393, 0.4426], [2.2146, -3.5527, -1.2350], [0.7676, -2.6775, -0.4868], [-0.0949, -0.1358, 1.7121], [0.7724, 0.9973, 1.1640], [1.3974, 0.8516, -0.0499], [-0.2430, 2.2375, 1.1410], [-0.6078, 2.6065, 2.4012], [0.2097, 3.3303, 0.4861], [-1.4215, 1.8676, 0.5135], [1.9083, 1.3613, 2.2362], [1.4070, 1.5509, 3.4970], [2.8277, 0.3618, 2.3444], [2.5792, 2.4859, 1.8915], [-1.1034, -0.0460, 1.3172], [-0.1586, -0.0116, 2.7941], [0.2932, -1.1364, 1.4695]],
  "forces_ev_per_angstrom": [[-2.849, -0.576, -3.301], [-0.367, 4.711, -2.662], [-0.088, -0.175, -0.117], [-0.655, -0.779, -0.131], [0.592, 0.119, 0.376], [-0.364, 0.259, 0.103], [-0.375, 0.280, 0.555], [0.342, -0.228, 0.559], [0.158, -0.028, -0.495], [0.184, -0.230, -0.454], [0.295, 0.189, 0.215], [-0.307, -0.050, -0.113], [0.335, -0.347, 0.328], [0.162, -0.213, 0.386], [-0.114, 0.348, 0.007], [0.168, -0.245, -0.309], [0.470, -0.380, 0.200], [-0.199, -0.072, -0.214], [-0.136, -0.043, 0.403], [0.557, 0.099, 0.199], [0.342, -0.302, 0.512], [-0.031, -0.313, 0.095], [-0.006, 0.144, 0.513], [0.334, 0.136, -0.393], [0.708, 2.133, 1.239], [1.302, -1.126, 1.385], [0.108, 1.117, 0.349], [-0.820, -1.482, -0.726], [-0.576, 1.160, -0.409], [-1.385, -1.153, 0.162], [2.900, -2.630, 0.951], [0.170, 1.475, 1.624], [0.523, -0.573, 0.847], [-1.136, -0.427, 0.101], [-0.070, -0.316, -0.583], [0.370, -0.526, -0.803], [-0.284, 0.247, 0.306], [-0.034, 0.288, -0.633], [0.281, 0.078, 0.050], [-0.221, -0.320, 0.909], [0.750, 0.466, 0.328], [-0.163, 0.344, -0.367], [-0.525, 0.178, 0.555], [-1.005, 0.477, -1.402], [0.134, 0.170, -0.107], [-0.527, 0.095, -0.095], [0.284, -0.229, 0.313], [-0.050, -0.115, -0.036], [0.290, -0.979, -0.041], [0.184, -0.484, -0.071], [0.428, 1.163, 1.551], [-0.143, -0.503, -0.519], [-0.364, 0.427, 0.561], [0.456, -0.349, -1.573], [-0.204, -0.928, 0.439], [0.835, 0.459, 0.196], [0.084, 0.321, 0.934], [0.541, -0.260, -1.346], [-0.812, 0.464, -0.500], [-0.618, -0.861, 0.075], [0.063, -0.256, -0.025], [-0.025, -0.239, -0.081], [0.105, 0.391, 0.178]]
}

3.
{
  "formula": "C7H17N",
  "method": "wB97M-V/def2-TZVPD",
  "total_energy_ev": -9017.610,
  "relative_energy_ev": 7.615,
  "max_force_ha_per_bohr": 0.0773,
  "symbols": ["C", "C", "C", "C", "N", "C", "C", "C", "H", "H", "H", "H", "H", "H", "H", "H", "H", "H", "H", "H", "H", "H", "H", "H", "H"],
  "positions_angstrom": [[-1.3594, 0.1382, 0.7209], [-1.5579, -0.4915, -0.6564], [-2.2895, 0.4151, -1.6508], [-0.6485, 1.4943, 0.5981], [0.4523, 1.4446, -0.3502], [1.5314, 0.7582, 0.0544], [1.8303, 0.2393, 1.3058], [1.9911, -2.9611, 0.1776], [-2.3196, 0.2893, 1.2284], [-0.7628, -0.5236, 1.3390], [-0.5187, -0.5489, -1.0594], [-2.0136, -1.4867, -0.5754], [-3.2222, 0.9094, -1.2353], [-1.6459, 1.2754, -1.9688], [-2.5037, -0.1066, -2.6002], [-1.3857, 2.2341, 0.2807], [-0.2395, 1.8274, 1.5586], [1.3910, -3.4388, 0.9992], [2.3742, 0.6590, -0.6973], [2.8352, -0.0762, 1.4785], [0.3087, -0.9103, -1.4544], [1.2387, 0.5362, 2.1664], [2.0081, -1.8496, 0.3750], [1.5156, -3.1502, -0.7748], [3.0092, -3.3751, 0.1445]],
  "forces_ev_per_angstrom": [[0.344, -0.446, -0.366], [-3.717, 0.440, 1.337], [0.043, 0.868, -0.512], [0.863, 0.556, -0.193], [-0.204, -0.671, -0.559], [1.876, -0.185, 0.798], [-0.532, 1.489, -0.757], [-0.315, 0.526, 0.919], [0.027, 0.102, -0.333], [-0.031, -0.240, 0.063], [1.417, -0.793, -0.749], [0.486, 0.148, -0.201], [0.942, -0.890, -0.332], [-0.216, -0.646, 0.509], [-0.245, 0.065, 0.558], [0.204, 0.074, -0.193], [-0.341, -0.161, 0.171], [0.645, 0.372, -0.804], [-1.251, 0.124, 0.556], [0.416, -0.249, 0.161], [0.096, 1.132, 0.189], [-0.065, -0.530, -0.003], [0.070, -1.155, -0.188], [-0.162, -0.155, -0.213], [-0.350, 0.224, 0.141]]
}

4.
{
  "formula": "C6H14N2O",
  "method": "wB97M-V/def2-TZVPD",
  "total_energy_ev": -11472.176,
  "relative_energy_ev": 5.594,
  "max_force_ha_per_bohr": 0.0479,
  "symbols": ["C", "C", "C", "C", "C", "O", "H", "H", "H", "H", "H", "H", "H", "H", "H", "H", "N", "C", "N", "H", "H", "H", "H"],
  "positions_angstrom": [[-0.1168, 0.6510, -1.4833], [1.0723, 1.4929, -1.1390], [-1.3645, 0.8766, -0.8787], [0.5921, -1.3722, -0.2411], [1.8787, -1.6435, -0.4422], [-0.0919, -0.0535, -2.6417], [0.8205, -0.2984, -2.8467], [-0.1801, -1.9959, -0.6794], [1.0384, 1.7585, -0.0837], [2.0044, 0.9686, -1.3437], [-1.5623, 1.9159, -0.6314], [-2.2071, 0.4138, -1.3797], [-1.2533, 0.5004, 0.4477], [1.0502, 2.4028, -1.7471], [2.6627, -1.0593, 0.0252], [2.2043, -2.4586, -1.0773], [-1.6829, -0.8706, 2.4593], [-0.9200, 0.0885, 1.8527], [-0.2579, 1.0159, 2.4066], [-1.9788, -1.6738, 1.9317], [-1.6171, -1.0093, 3.4615], [-0.3208, 1.0355, 3.4321], [0.2300, -0.6852, 0.5981]],
  "forces_ev_per_angstrom": [[-1.615, 1.308, -0.446], [-0.036, -0.198, -0.009], [1.046, 0.206, -1.617], [0.080, -0.193, 1.414], [-0.162, 0.042, -0.039], [0.150, -0.081, 0.633], [0.014, -0.062, 0.061], [0.009, 0.034, -0.145], [0.010, 0.036, 0.018], [0.034, -0.011, -0.001], [0.220, -0.029, 0.542], [-0.002, -0.242, 0.108], [0.615, -1.448, 1.898], [-0.024, -0.038, 0.032], [-0.019, -0.005, 0.091], [-0.018, 0.015, -0.096], [-0.120, -0.205, 0.244], [-1.209, 1.144, -1.484], [0.164, 0.462, 0.320], [0.021, 0.112, -0.025], [0.096, 0.013, -0.116], [0.173, -0.270, -0.023], [0.573, -0.591, -1.360]]
}

Please write out number 3 again, unchanged.
{
  "formula": "C7H17N",
  "method": "wB97M-V/def2-TZVPD",
  "total_energy_ev": -9017.610,
  "relative_energy_ev": 7.615,
  "max_force_ha_per_bohr": 0.0773,
  "symbols": ["C", "C", "C", "C", "N", "C", "C", "C", "H", "H", "H", "H", "H", "H", "H", "H", "H", "H", "H", "H", "H", "H", "H", "H", "H"],
  "positions_angstrom": [[-1.3594, 0.1382, 0.7209], [-1.5579, -0.4915, -0.6564], [-2.2895, 0.4151, -1.6508], [-0.6485, 1.4943, 0.5981], [0.4523, 1.4446, -0.3502], [1.5314, 0.7582, 0.0544], [1.8303, 0.2393, 1.3058], [1.9911, -2.9611, 0.1776], [-2.3196, 0.2893, 1.2284], [-0.7628, -0.5236, 1.3390], [-0.5187, -0.5489, -1.0594], [-2.0136, -1.4867, -0.5754], [-3.2222, 0.9094, -1.2353], [-1.6459, 1.2754, -1.9688], [-2.5037, -0.1066, -2.6002], [-1.3857, 2.2341, 0.2807], [-0.2395, 1.8274, 1.5586], [1.3910, -3.4388, 0.9992], [2.3742, 0.6590, -0.6973], [2.8352, -0.0762, 1.4785], [0.3087, -0.9103, -1.4544], [1.2387, 0.5362, 2.1664], [2.0081, -1.8496, 0.3750], [1.5156, -3.1502, -0.7748], [3.0092, -3.3751, 0.1445]],
  "forces_ev_per_angstrom": [[0.344, -0.446, -0.366], [-3.717, 0.440, 1.337], [0.043, 0.868, -0.512], [0.863, 0.556, -0.193], [-0.204, -0.671, -0.559], [1.876, -0.185, 0.798], [-0.532, 1.489, -0.757], [-0.315, 0.526, 0.919], [0.027, 0.102, -0.333], [-0.031, -0.240, 0.063], [1.417, -0.793, -0.749], [0.486, 0.148, -0.201], [0.942, -0.890, -0.332], [-0.216, -0.646, 0.509], [-0.245, 0.065, 0.558], [0.204, 0.074, -0.193], [-0.341, -0.161, 0.171], [0.645, 0.372, -0.804], [-1.251, 0.124, 0.556], [0.416, -0.249, 0.161], [0.096, 1.132, 0.189], [-0.065, -0.530, -0.003], [0.070, -1.155, -0.188], [-0.162, -0.155, -0.213], [-0.350, 0.224, 0.141]]
}